Record 1
# C5H6LiO4Rb

A molecular structure, C5H6LiO4Rb in a non-equilibrium geometry (ωB97M-V/def2-TZVPD, the Open Molecules 2025 dataset).

```
17
Properties=species:S:1:pos:R:3:forces:R:3
O 0.93536 -4.10378 1.78244 -0.1 -0.6 0.3
C -0.01741 -3.67226 1.08327 0.6 0.3 -0.4
O -0.52980 -4.33457 0.14608 -0.3 -0.7 -0.2
O -0.41658 -2.41976 1.33908 0.3 0.6 -0.2
C -1.33996 -1.78791 0.45319 -2.3 -1.9 -1.7
Li 0.67188 -5.75642 0.76721 -0.2 1.0 0.1
H -1.81365 -0.99057 1.04055 0.8 0.3 -0.5
H -2.17058 -2.48692 0.28364 0.0 -0.3 0.2
C -0.85822 -1.33911 -1.03918 0.3 -0.9 3.4
C 0.17686 -0.43264 -0.54887 2.1 5.6 -3.9
H -1.74733 -0.86968 -1.48509 0.5 -0.1 0.0
H -0.39333 -2.12404 -1.65144 -0.8 -0.4 0.3
Rb 1.85838 2.57961 1.45269 0.0 -0.9 -0.5
O 2.39283 0.33638 -0.07077 -0.9 -0.4 -1.5
C 1.55619 -0.53272 -0.60080 0.9 -0.9 3.5
H 0.26891 0.55571 -1.22628 -1.3 -0.6 1.7
H 1.95928 -1.55712 -0.72341 0.5 0.0 -0.4
```
Forces are in eV/Å.

Orbital gap   5.0 eV
E_tot   -526.6601 Ha

Löwdin atomic charge list, values in e, 4 entries: number 1, O, carries -0.098; number 2, C, carries -0.812; number 3, O, carries -0.097; number 4, O, carries 0.004

=====

Record 2
# C54H56BF43N2O9S

A molecular structure, C54H56BF43N2O9S in a non-equilibrium geometry (ωB97M-V/def2-TZVPD, the Open Molecules 2025 dataset).

```
166
Properties=species:S:1:pos:R:3:forces:R:3
C -3.74548 -4.93331 1.71603 0.7 0.7 -0.1
B -3.11829 -4.83120 0.22505 -0.5 0.1 0.4
O -2.14986 -5.75611 -0.25984 -0.2 1.5 0.8
C -3.64304 -3.56400 -0.66062 0.6 1.8 -0.7
C -3.05174 -2.21688 -0.55165 -2.5 -2.0 -2.0
C -1.87306 -1.89962 0.41667 -0.4 0.3 0.5
C -2.47240 -1.07663 1.66289 0.9 -1.7 0.8
C -1.28581 -0.65977 2.59039 -0.1 -0.3 0.5
F -1.48304 0.45446 3.41390 0.7 -0.2 -2.2
C -0.07199 -1.32702 2.68086 -0.7 0.6 0.1
F -0.07405 -2.63634 3.13793 0.8 1.6 -2.3
F 1.14660 -0.78734 2.32936 -1.7 -1.2 2.1
C -3.70596 -1.13139 -1.43296 -1.5 -0.9 -1.2
C -3.18655 0.36522 -1.37433 -1.0 -1.4 -0.1
O -1.76256 0.33740 -1.57255 -0.3 1.5 1.0
C -1.12842 1.52118 -1.18044 2.5 2.7 -0.1
C -1.40082 2.29831 0.03889 0.6 -0.1 -0.9
C -0.68592 3.53866 0.42945 0.6 -1.3 -1.9
C -1.15478 4.24283 1.75112 -0.8 -0.7 -0.4
C 0.39739 4.00604 -0.45341 -1.7 -2.2 -0.3
C 0.70778 3.23353 -1.69950 -1.7 -0.3 1.8
C -0.03172 2.00239 -2.09017 0.3 1.4 1.8
C 0.34376 1.24981 -3.40927 -0.2 0.0 -0.8
C 1.57066 1.86729 -4.19320 0.7 0.3 1.2
C 0.61884 -0.30541 -3.23508 -1.1 -0.5 -0.4
C -4.84135 -1.40701 -2.32712 1.0 -0.4 0.5
C -5.54013 -0.29153 -3.20129 -0.3 -0.5 0.3
C -6.36102 0.70544 -2.26461 -0.7 -0.6 -0.7
C -7.88208 0.90415 -2.75320 0.4 0.9 0.8
C -8.89755 0.23355 -1.73738 -0.6 0.4 0.4
C -10.34524 0.89274 -1.77879 0.3 -0.4 -1.6
O -10.53445 1.88257 -0.73450 -1.0 -0.9 0.8
C -11.82342 1.87959 -0.22410 -1.5 0.6 1.3
C -11.97213 1.91262 1.35855 1.3 0.5 -0.8
O -12.84428 1.88032 -0.87441 1.5 -0.3 -0.2
C -5.45618 -2.80029 -2.44491 1.3 0.3 1.3
N -6.54376 -3.21644 -3.20955 2.9 -1.5 2.9
S -6.63165 -4.84642 -2.76992 0.3 0.5 -0.1
N -5.39567 -5.12833 -1.68459 -0.4 3.9 -1.4
C -4.81323 -3.86281 -1.57945 0.2 0.6 0.0
H -4.62358 -4.23029 1.81895 0.8 -1.0 0.0
H -3.96508 -5.97777 2.03402 0.2 1.2 0.0
H -2.93493 -4.52060 2.40470 -0.8 -0.4 -0.6
H -1.29037 -5.41569 0.06935 -0.4 -0.6 -0.4
H -1.01714 -1.34540 -0.07443 -1.3 -0.4 0.4
H -1.39999 -2.81792 0.88107 -0.8 0.7 -0.8
H -3.07399 -0.19969 1.31398 0.7 -0.7 0.7
H -3.13132 -1.82381 2.20745 0.3 1.1 -0.6
H -3.52108 0.76529 -0.37918 0.6 -0.1 -0.9
H -3.64330 1.01551 -2.16808 0.3 -0.7 0.7
H -2.21426 1.91831 0.72297 1.0 0.6 -0.8
H -2.23770 3.93235 1.89793 1.2 0.4 -0.1
H -0.61640 3.86347 2.67141 -0.3 0.6 -1.1
H -1.16846 5.36535 1.68248 0.4 -1.2 0.1
H 0.95017 4.93481 -0.15805 -0.6 -1.1 -0.6
H 1.52375 3.67616 -2.33300 -1.0 -0.9 0.6
H -0.55350 1.35582 -4.10050 0.9 -0.2 0.9
H 1.82283 1.31301 -5.14148 -0.6 0.6 0.9
H 2.47901 1.74353 -3.51942 -0.9 0.2 -0.8
H 1.48643 2.98080 -4.37283 -0.1 -1.3 -0.1
H 1.52318 -0.65198 -3.81880 -0.8 0.5 0.9
H -0.25660 -0.85713 -3.70448 1.0 0.5 0.6
H 0.64011 -0.64633 -2.16103 0.3 0.5 -1.1
H -4.81228 0.22202 -3.89444 -0.6 -0.4 0.9
H -6.30428 -0.78058 -3.88267 1.1 0.3 0.8
H -5.84895 1.70386 -2.22381 -0.5 -1.0 0.3
H -6.44332 0.20181 -1.25647 0.4 0.9 -0.9
H -8.02958 0.58073 -3.82142 0.1 0.1 1.1
H -8.06735 2.02494 -2.74346 0.0 -1.3 0.0
H -8.51851 0.37276 -0.67633 -0.3 -0.2 -1.2
H -9.02374 -0.87690 -1.90889 0.3 1.2 0.1
H -11.17222 0.12962 -1.70554 0.9 0.8 -0.1
H -10.43166 1.41702 -2.77677 -0.2 -0.6 1.0
H -11.45614 0.98884 1.74010 -0.5 1.0 -0.1
H -11.44973 2.84438 1.72944 -0.3 -1.2 -0.2
H -13.04172 1.98725 1.67786 1.0 -0.3 -0.6
C 6.47921 4.18853 0.94090 0.4 -0.7 -0.2
C 6.82183 5.54893 1.58068 0.1 -0.1 -1.0
C 5.80553 6.09156 2.58548 -0.1 0.4 0.7
F 4.59584 6.30394 2.03408 0.1 0.0 0.0
F 6.22337 7.28792 3.07279 0.3 -0.1 -0.1
F 7.06401 6.44958 0.60026 -0.2 0.1 0.2
F 8.00605 5.38616 2.24117 -0.3 0.0 0.4
O 5.88354 4.21359 -0.35875 -0.8 0.9 0.4
C 4.49578 4.37733 -0.43600 1.0 -1.2 0.6
C 4.09965 5.68166 -1.13411 -0.1 0.6 -0.4
F 4.60175 6.75944 -0.49749 0.1 -0.2 0.0
F 2.75075 5.82524 -1.14712 0.2 -0.3 0.0
F 3.94929 4.25448 0.78750 -0.4 0.2 -0.3
F 4.03528 3.33362 -1.16105 -0.1 0.4 -0.2
H 7.43522 3.68403 0.78275 0.0 0.2 -0.1
H 5.93188 3.53539 1.62401 -0.1 0.3 0.0
H 5.68865 5.40993 3.43321 0.1 -0.1 -0.1
H 4.46136 5.70034 -2.16415 0.0 -0.2 0.0
C 12.32760 4.09705 1.72053 0.4 0.6 -0.4
C 10.98826 3.33659 1.78547 0.6 -0.4 -0.6
C 10.42511 3.09094 3.18432 -0.7 0.1 0.5
F 11.24480 2.34272 3.94833 0.0 0.0 -0.1
F 9.24776 2.41491 3.10466 0.0 0.1 -0.3
F 11.10560 2.17627 1.09827 -0.1 0.0 0.3
F 10.07495 4.08526 1.10401 0.0 0.1 0.3
O 13.51255 3.31169 1.56939 -0.4 -0.7 0.9
C 14.09482 2.78166 2.72717 -0.2 1.5 -0.6
C 14.07374 1.25019 2.74386 0.1 -0.7 -0.1
F 12.81405 0.77036 2.66427 0.1 0.2 -0.1
F 14.60262 0.77960 3.89853 0.1 0.4 0.0
F 13.52194 3.32283 3.81915 0.3 -0.4 0.2
F 15.37840 3.20375 2.72727 0.0 -0.5 0.0
H 12.28804 4.69335 0.80626 -0.1 -0.3 0.0
H 12.42779 4.82984 2.52409 -0.1 -0.3 0.1
H 10.23007 4.03444 3.70188 0.1 0.1 -0.1
H 14.64490 0.84290 1.90735 0.1 0.2 0.0
C 9.55039 -0.15857 5.50907 0.1 0.1 -0.8
C 9.05295 0.67167 6.70907 -0.7 -0.5 -0.4
C 9.91457 0.61534 7.97049 0.3 0.4 0.7
F 10.01255 -0.62871 8.47505 -0.1 0.1 -0.1
F 9.36681 1.38546 8.94537 -0.1 0.1 -0.3
F 7.77283 0.32829 6.98267 0.2 0.0 0.2
F 9.01169 1.97446 6.29733 0.4 0.0 0.2
O 8.94956 -1.44287 5.31865 0.2 -0.2 1.2
C 9.47669 -2.52295 6.03592 0.5 1.0 -1.1
C 8.46874 -3.11506 7.02559 -0.5 -0.3 0.4
F 8.05338 -2.19512 7.92073 0.1 0.0 -0.2
F 9.03132 -4.12578 7.73061 0.2 0.1 -0.3
F 10.63427 -2.16466 6.62192 -0.1 -0.4 0.2
F 9.79489 -3.46289 5.11718 -0.3 -0.2 0.3
H 9.26328 0.40174 4.61705 -0.2 0.0 0.2
H 10.64039 -0.20957 5.46267 -0.1 0.0 0.3
H 10.92234 0.99371 7.77501 0.0 0.0 -0.2
H 7.59050 -3.50072 6.50393 0.1 0.0 -0.2
C -5.41986 -9.11452 -0.47077 -0.2 0.3 -0.8
C -5.10079 -8.52369 0.91677 -0.9 -0.2 -0.2
C -3.90899 -9.13923 1.64910 0.7 0.1 0.5
F -4.07848 -10.45063 1.90261 -0.1 0.1 0.0
F -3.73585 -8.53200 2.85226 -0.2 0.2 -0.1
F -6.21639 -8.56624 1.68223 0.2 -0.1 0.1
F -4.82635 -7.20036 0.72688 0.1 -0.7 -0.3
O -6.46161 -10.09256 -0.53698 0.5 -0.6 0.9
C -6.12452 -11.42368 -0.26640 0.4 1.1 -1.1
C -6.82787 -11.96200 0.98300 -0.4 -0.3 0.6
F -6.52239 -11.23336 2.07661 0.0 0.1 -0.2
F -6.44047 -13.23517 1.23608 0.1 0.1 -0.3
F -4.78631 -11.55682 -0.20966 -0.2 -0.4 0.2
F -6.52877 -12.13819 -1.34114 -0.2 -0.2 0.3
H -5.80069 -8.28281 -1.06814 -0.1 0.0 0.2
H -4.52172 -9.44422 -0.99720 0.0 -0.1 0.3
H -2.98639 -9.00995 1.07561 -0.1 0.1 -0.1
H -7.91236 -11.94618 0.85740 0.0 0.1 -0.2
C -5.86923 3.47467 -8.49114 -0.4 0.4 -0.6
C -4.51231 2.75574 -8.35062 0.1 0.9 0.3
C -4.55232 1.35574 -7.73683 0.4 -0.8 0.0
F -5.03432 1.35559 -6.47819 0.0 0.1 -0.1
F -3.29967 0.83891 -7.67013 0.0 0.2 -0.2
F -3.65731 3.55633 -7.67317 -0.1 -0.2 0.1
F -3.99739 2.63678 -9.60907 -0.3 -0.4 0.1
O -6.21078 4.42083 -7.47515 0.3 -0.9 0.8
C -6.81065 3.93346 -6.30896 -0.4 0.1 -1.5
C -5.94082 4.15602 -5.06887 0.5 0.2 0.6
F -4.73829 3.55588 -5.19071 -0.2 0.1 -0.2
F -6.53360 3.62840 -3.97082 -0.3 0.0 -0.2
F -7.16024 2.64359 -6.47579 -0.1 0.1 0.5
F -7.96547 4.62085 -6.16567 0.2 0.1 0.4
H -5.79488 4.07801 -9.39858 0.2 0.0 0.2
H -6.68814 2.77941 -8.68800 0.2 -0.1 0.2
H -5.15960 0.67772 -8.34364 -0.1 0.1 -0.1
H -5.76989 5.22020 -4.89499 -0.2 0.0 -0.2
```
Forces are in eV/Å.

Orbital gap   7.4 eV
E_tot   -7594.9770 Ha

Löwdin atomic charge list, values in e, 4 entries: number 1, C, carries -0.012; number 2, B, carries -0.425; number 3, O, carries 0.077; number 4, C, carries 0.011

=====

Record 3
# C15H31ClN5P

A molecular structure, C15H31ClN5P in a non-equilibrium geometry (ωB97M-V/def2-TZVPD, the Open Molecules 2025 dataset).

```
53
Properties=species:S:1:pos:R:3:forces:R:3
C 0.00833 -3.90544 -0.37623 0.9 0.3 1.0
C 1.21761 -3.05080 -1.02819 1.1 1.7 -1.7
C 2.73741 -3.68097 -0.92282 -1.0 0.1 -1.7
N 1.11883 -1.89067 -1.69054 0.4 -4.3 3.6
P -0.27850 -0.90013 -1.16014 0.0 2.7 -2.0
C 0.68474 0.64198 -1.83204 1.1 0.0 -0.2
C 2.22963 0.69578 -1.30747 -0.3 0.5 0.5
C 2.42779 0.35078 0.26907 -0.9 -0.8 -2.2
N 1.82149 1.37452 1.21103 -5.8 -0.5 -3.7
C -1.75912 0.26255 -0.83139 -2.1 1.3 0.5
C -3.12067 -0.46563 -0.31959 0.1 -0.4 -1.1
C -3.02542 -2.07400 -0.16172 -0.7 0.4 -0.5
Cl -3.61601 0.24408 1.32569 -0.1 -0.6 -0.9
H -0.22113 -3.46747 0.68359 0.4 -0.8 -1.8
H 0.41360 -4.98302 -0.19672 -1.0 1.9 -0.5
H -0.98486 -3.86979 -0.96443 1.9 -0.1 0.8
H 3.47876 -2.89675 -1.38452 -1.5 -1.4 1.2
H 3.02138 -3.99420 0.15058 -0.5 0.4 -1.8
H 2.74362 -4.57386 -1.68438 0.2 1.3 1.8
H -0.09570 -1.20362 0.23102 -0.2 0.0 -0.6
H -1.08943 -1.62414 -2.10104 0.0 0.1 0.4
H 0.72206 0.52737 -3.00070 -0.3 0.3 2.2
H 0.13464 1.59805 -1.49305 0.9 -1.6 -0.8
H 2.57383 1.81239 -1.43834 -0.5 -2.0 0.2
H 2.94305 0.03128 -1.93510 -1.4 1.1 1.1
H 2.02455 -0.70299 0.57716 0.6 1.9 -0.8
H 3.58389 0.28845 0.43989 -2.5 -0.1 -0.9
H 1.67170 2.27663 0.71088 -0.4 -1.0 0.4
H 0.91754 0.98742 1.57755 0.8 0.9 -0.9
H -1.52170 1.12298 -0.07219 -0.3 -1.9 -1.5
H -2.04243 0.82324 -1.83091 0.7 -1.3 1.8
H -3.97416 -0.19033 -1.06250 1.4 -0.6 1.5
H -2.14851 -2.34647 0.54135 -1.7 0.3 -1.1
H -4.05346 -2.51530 0.19479 2.1 0.9 -0.4
H -2.85376 -2.51830 -1.22156 -0.1 0.7 1.8
C -5.57924 2.20305 -3.33673 0.9 -0.4 -0.3
C -4.24877 1.60088 -3.71361 4.3 -2.0 -1.2
N -3.18280 1.11823 -4.01555 -5.7 2.5 1.6
H -6.37691 1.47568 -3.50235 0.2 0.0 0.0
H -5.57219 2.49027 -2.28299 0.1 -0.1 -0.1
H -5.77245 3.08862 -3.94610 0.1 -0.1 0.0
C 5.85927 1.65945 3.22764 -1.1 0.0 -0.4
C 4.57109 1.37317 2.49212 -3.6 -0.4 -1.7
N 3.52263 1.14478 1.89243 13.4 0.7 8.0
H 6.33825 2.54700 2.80774 -0.1 -0.1 0.0
H 5.65342 1.83363 4.28648 0.0 0.0 -0.1
H 6.53881 0.80950 3.13220 -0.1 0.1 0.0
C -1.28491 2.91630 4.33081 0.1 -0.4 -1.0
C -1.15456 2.41888 2.91315 0.5 -1.6 -4.6
N -1.05019 2.02019 1.77677 -0.6 2.5 6.4
H -2.10365 3.63594 4.39855 0.1 -0.1 -0.1
H -1.49030 2.07894 5.00117 0.0 0.1 -0.2
H -0.35708 3.40189 4.64118 -0.1 -0.1 -0.1
```
Forces are in eV/Å.

Orbital gap   7.1 eV
E_tot   -1665.0613 Ha

natural (NBO) atomic charge list, values in e, 4 entries: number 1, C, carries -0.737; number 2, C, carries 0.339; number 3, C, carries -0.691; number 4, N, carries -0.777

=====

Record 4
# C5H14N2

A gas-phase ion, C5H14N2 (charge -1) in a non-equilibrium geometry (ωB97M-V/def2-TZVPD, the Open Molecules 2025 dataset).

```
21
Properties=species:S:1:pos:R:3:forces:R:3
C -1.34273 0.81848 1.47078 0.8 0.0 -0.3
C -0.93203 1.22558 0.03993 -0.7 0.3 0.6
C 0.56535 1.18051 -0.17002 0.5 0.9 0.9
C 1.15572 -0.20514 -0.14509 -0.4 -0.2 -0.8
N 0.86749 -0.89710 -1.41443 0.2 -0.4 -0.1
C 1.83672 -1.94392 -1.72330 0.1 0.5 0.3
N -2.57568 0.06809 1.51220 0.0 -0.6 0.1
H -0.55497 0.20969 1.91583 -0.1 -0.3 -0.1
H -1.29486 1.68481 2.12906 -0.3 0.5 0.0
H -1.50166 0.58790 -0.63167 0.2 -0.2 -0.3
H -1.32900 2.24067 -0.09350 0.2 0.0 -0.3
H 0.94117 1.72708 -1.01984 -0.3 -0.1 -1.0
H 1.03271 1.81202 0.60474 -0.3 -0.4 0.5
H 2.24070 -0.15040 -0.05710 0.0 -0.1 0.2
H 0.70595 -0.77403 0.66664 0.4 0.0 0.4
H -0.03210 -1.35990 -1.33897 -0.1 0.3 0.0
H 1.56342 -2.35767 -2.68656 0.1 -0.4 -0.2
H 2.82599 -1.48745 -1.79890 0.0 0.0 -0.2
H 1.93398 -2.73299 -0.96169 -0.2 -0.1 -0.1
H -2.71141 -0.23996 2.47331 -0.2 0.0 0.0
H -3.39476 0.59370 1.22856 0.1 0.3 0.1
```
Forces are in eV/Å.

Net charge   -1
Orbital gap (spin up / spin down)   2.3 / 8.9 eV
<S²>   0.75
Spin multiplicity   2
E_tot   -308.3336 Ha

natural (NBO) atomic charge list, values in e, 4 entries: number 1, C, carries -0.706; number 2, C, carries -0.450; number 3, C, carries -0.424; number 4, C, carries -0.308

=====

Copy entry 1 word for word.
# C5H6LiO4Rb

A molecular structure, C5H6LiO4Rb in a non-equilibrium geometry (ωB97M-V/def2-TZVPD, the Open Molecules 2025 dataset).

```
17
Properties=species:S:1:pos:R:3:forces:R:3
O 0.93536 -4.10378 1.78244 -0.1 -0.6 0.3
C -0.01741 -3.67226 1.08327 0.6 0.3 -0.4
O -0.52980 -4.33457 0.14608 -0.3 -0.7 -0.2
O -0.41658 -2.41976 1.33908 0.3 0.6 -0.2
C -1.33996 -1.78791 0.45319 -2.3 -1.9 -1.7
Li 0.67188 -5.75642 0.76721 -0.2 1.0 0.1
H -1.81365 -0.99057 1.04055 0.8 0.3 -0.5
H -2.17058 -2.48692 0.28364 0.0 -0.3 0.2
C -0.85822 -1.33911 -1.03918 0.3 -0.9 3.4
C 0.17686 -0.43264 -0.54887 2.1 5.6 -3.9
H -1.74733 -0.86968 -1.48509 0.5 -0.1 0.0
H -0.39333 -2.12404 -1.65144 -0.8 -0.4 0.3
Rb 1.85838 2.57961 1.45269 0.0 -0.9 -0.5
O 2.39283 0.33638 -0.07077 -0.9 -0.4 -1.5
C 1.55619 -0.53272 -0.60080 0.9 -0.9 3.5
H 0.26891 0.55571 -1.22628 -1.3 -0.6 1.7
H 1.95928 -1.55712 -0.72341 0.5 0.0 -0.4
```
Forces are in eV/Å.

Orbital gap   5.0 eV
E_tot   -526.6601 Ha

Löwdin atomic charge list, values in e, 4 entries: number 1, O, carries -0.098; number 2, C, carries -0.812; number 3, O, carries -0.097; number 4, O, carries 0.004

=====

Q: E_tot of number 4 (C5H14N2)?
A: -308.3336 Ha

=====

Q: The highest E_tot belongs to which entry?
A: C5H14N2

=====

Q: Which value of E_tot does entry 1 give?
A: -526.6601 Ha